{
  "formula": "C35H40Br3GeNO7Ti",
  "method": "the ωB97M-V functional and the def2-TZVPD basis",
  "s_squared": 0.753,
  "fmax_ev_per_a": 0.516,
  "total_charge": -1,
  "e_tot_ev": -342533.353,
  "de_lowest_ev": 0.934,
  "gap_ev": [7.04, 7.09],
  "spin_multiplicity": 2,
  "elements": ["C", "C", "C", "H", "C", "C", "H", "C", "H", "H", "O", "C", "H", "H", "H", "C", "C", "H", "H", "C", "C", "Ti", "H", "H", "H", "C", "N", "Br", "H", "H", "C", "H", "C", "O", "C", "H", "H", "O", "C", "O", "H", "C", "C", "H", "H", "Br", "H", "O", "C", "O", "C", "H", "C", "C", "C", "H", "Ge", "H", "C", "C", "H", "H", "C", "C", "C", "H", "H", "H", "Br", "H", "C", "H", "C", "O", "H", "C", "C", "H", "H", "C", "C", "H", "H", "H", "H", "C", "H", "H"],
  "coordinates": [[-4.46322, -3.95185, -0.90733], [-1.90459, -0.44680, 2.41590], [-2.67399, 3.60346, -1.06407], [5.99995, -3.30574, -0.39672], [2.90394, -1.96694, 0.23804], [-0.98046, -2.46549, 2.89102], [-0.52814, -2.91370, -2.24267], [-1.18812, 3.61272, -1.40996], [-6.76307, -0.93395, -1.47403], [-7.57044, -3.20565, -2.00538], [-2.48725, 1.81286, 2.02165], [3.37400, -0.89985, 1.05194], [-3.03509, 4.61646, -0.86494], [-2.83123, 2.99571, -0.17201], [0.68180, 4.11572, -0.44223], [-0.38624, 4.14008, -0.21969], [-6.56849, -3.06674, -1.61877], [4.84982, 3.12280, -0.19975], [3.91217, 0.27902, -1.35680], [2.13769, -4.32193, -1.02216], [-0.07206, -1.02506, -3.24509], [-0.13002, -0.72298, -0.07817], [-0.56555, 3.50849, 0.64890], [5.03653, 1.43164, -2.10406], [-2.01998, -3.76149, 4.24104], [-2.99590, -0.69067, 3.22456], [-0.92815, -1.34294, 2.19812], [0.48598, -3.65831, 2.81169], [-3.24532, 3.17736, -1.89178], [0.13009, -3.67242, -0.63428], [4.69275, -0.68959, 1.32352], [6.70903, -1.37497, 0.95315], [-6.11868, -1.78993, -1.32863], [-2.07695, -3.58218, 0.43731], [-5.73723, -4.15705, -1.40557], [-1.29835, 5.51512, -2.45910], [4.26000, 3.90121, -2.39029], [-0.83989, 2.27030, -1.69159], [1.51293, -2.17606, -0.01209], [1.86338, 1.91351, -1.05571], [-3.74204, 0.08475, 3.31970], [-2.03058, -2.81113, 3.72996], [3.23268, 3.54967, -2.26429], [2.82571, 3.32451, -3.25078], [3.93149, 1.86633, 0.64582], [-4.35498, 0.19359, -0.43835], [-3.91926, -2.15982, 4.49915], [-1.90828, -1.52987, -0.43225], [-0.94483, 4.49655, -2.63736], [0.06447, -0.24481, -2.01993], [-0.80529, -0.20983, -4.32025], [4.21860, -4.73239, -1.28379], [-3.07176, -1.91255, 3.87251], [1.17590, -3.39307, -0.55982], [5.65848, -1.55253, 0.76025], [-0.17669, 0.55823, -4.76429], [0.69429, 1.70767, -2.48592], [-6.07998, -5.16039, -1.62345], [-3.97854, -2.67363, -0.62977], [-1.73332, 0.90033, 1.73008], [3.57105, 0.93189, -2.96723], [-0.68155, 5.16783, 0.01283], [3.89054, -2.87047, -0.23659], [-0.91719, -2.27775, -3.03073], [3.84874, 2.71959, -0.02222], [1.81475, -5.24836, -1.48407], [-1.94749, -2.01315, -2.79905], [1.83336, -1.99815, -2.93540], [2.07753, 0.22929, 1.84202], [-1.46989, 4.08676, -3.50317], [-4.83093, -1.59157, -0.84326], [-1.68070, 0.27031, -3.87808], [5.26494, -2.61818, 0.00666], [-0.74298, 0.95122, 0.91134], [-1.13886, -0.88434, -5.11240], [3.98132, 1.16999, -1.98338], [3.46848, -4.04554, -0.90731], [1.92009, -0.51975, -3.91002], [1.27584, -2.01060, -4.62156], [3.19900, 2.31915, -1.34452], [1.32906, -1.41395, -3.70694], [-3.79779, -4.78315, -0.71632], [3.24084, 3.48149, 0.46909], [0.12188, 4.54490, -2.87517], [2.64228, 4.35560, -1.82109], [-2.54232, -2.61053, -0.14021], [-0.90590, -2.85224, -3.95986], [4.99237, 0.12627, 1.96686]],
  "lowdin_charge": [-0.02, -0.19, -0.04, 0.10, -0.24, -0.71, 0.05, -0.70, 0.09, 0.10, 0.04, -0.58, 0.08, 0.05, 0.06, -0.03, -0.10, 0.08, 0.07, -0.08, -0.65, 1.01, 0.08, 0.08, 0.10, 0.00, 0.05, 0.84, 0.08, 0.07, -0.14, 0.10, -0.14, 0.04, -0.09, 0.08, 0.08, -0.32, -0.22, -0.34, 0.12, -0.11, -0.08, 0.05, 0.01, 0.91, 0.11, -0.19, -0.06, -0.40, -0.08, 0.10, -0.04, -0.18, -0.09, 0.04, 1.02, 0.10, -0.14, -0.62, 0.06, 0.08, -0.17, -0.03, -0.05, 0.10, 0.09, 0.08, 0.95, 0.08, -0.58, 0.09, -0.05, -0.18, 0.08, -0.03, -0.05, 0.05, 0.09, -0.72, -0.03, 0.12, 0.09, 0.06, 0.07, -0.58, 0.09, 0.10]
}